[1]
7 unconnected molecules or ions with the total composition C7H28N14O7, computed with ωB97M-V with the def2-TZVPD basis set.

Each line ends with the Mulliken charge.
Geometry (Å):
O  -19.98  -39.44  9.03  -0.667
H  -25.34  -24.48  3.21  0.235
N  -20.32  -34.96  1.97  -0.373
H  -24.81  -32.52  5.58  0.157
H  -23.18  -30.90  0.16  0.193
N  -20.56  -37.33  8.77  -0.351
C  -25.34  -25.46  4.84  0.677
H  -20.84  -37.32  11.09  0.139
H  -20.13  -34.48  2.83  0.241
H  -18.71  -33.03  12.48  0.213
N  -30.99  -26.30  11.36  -0.390
C  -30.14  -26.60  10.44  0.606
N  -24.10  -32.81  6.24  -0.343
O  -21.72  -36.22  3.27  -0.677
H  -20.28  -38.93  11.43  0.210
O  -19.83  -33.88  14.85  -0.661
H  -25.76  -31.70  6.85  0.164
C  -24.83  -30.86  1.06  0.572
N  -21.67  -36.23  0.96  -0.423
C  -20.33  -38.37  9.48  0.671
N  -24.59  -26.20  5.62  -0.421
N  -25.10  -31.70  7.61  -0.367
H  -23.61  -26.07  5.43  0.182
H  -25.07  -26.82  6.27  0.219
N  -23.66  -30.35  0.85  -0.347
O  -29.62  -27.63  10.37  -0.591
H  -21.74  -33.69  12.40  0.184
H  -25.31  -31.48  8.57  0.221
H  -31.32  -25.35  11.44  0.158
H  -30.66  -24.81  9.79  0.148
O  -25.57  -30.69  2.00  -0.650
H  -23.20  -29.84  1.59  0.241
N  -20.43  -38.18  10.77  -0.363
N  -19.69  -32.99  12.72  -0.366
H  -26.18  -31.77  0.13  0.233
H  -21.86  -34.48  14.01  0.244
N  -30.02  -25.57  9.63  -0.370
O  -23.19  -32.59  8.29  -0.719
N  -25.20  -31.54  0.01  -0.467
C  -21.20  -35.87  2.16  0.669
N  -21.52  -33.77  13.38  -0.481
C  -24.08  -32.43  7.44  0.695
C  -20.25  -33.57  13.71  0.691
H  -20.70  -36.39  9.11  0.162
H  -20.33  -32.62  12.03  0.181
H  -20.04  -34.75  1.02  0.174
H  -22.26  -37.05  0.96  0.230
H  -23.46  -33.55  6.00  0.192
H  -21.18  -35.93  0.12  0.160
H  -29.48  -25.66  8.77  0.214
O  -26.43  -25.09  5.15  -0.615
H  -23.86  -25.55  3.44  0.185
H  -20.67  -37.53  7.78  0.195
H  -31.05  -26.94  12.13  0.225
H  -24.64  -32.23  -0.48  0.221
N  -24.73  -25.11  3.70  -0.461

LUMO: -0.2404 eV
charge: 0
orbital gap: 0.336 hartree
SMILES string: NC(N)=O.NC(N)=O.NC(N)=O.NC(N)=O.NC(N)=O.NC(N)=O.NC(N)=O

***

[2]
A molecular structure, C37H31F9O5S2, computed with ωB97M-V with the def2-TZVPD basis set.

Each line ends with the Mulliken charge.
Geometry (Å):
H  1.26  -0.50  11.81  0.360
H  -6.42  0.54  -5.26  0.363
H  -4.90  -2.91  2.18  0.390
F  -2.24  0.28  -3.64  -0.284
C  0.97  0.49  -5.87  -0.412
F  -1.06  0.41  -10.09  -0.200
C  -4.86  -4.64  5.60  0.384
C  -4.44  0.32  -4.47  -0.498
H  2.34  1.83  3.04  0.469
H  -6.14  -5.02  2.51  0.358
H  0.40  0.57  9.75  0.386
H  1.94  1.10  7.89  0.451
C  0.28  0.44  0.95  -0.201
H  4.75  2.29  3.44  0.375
C  1.59  0.49  -3.55  -0.347
C  -5.47  1.03  -5.08  -0.363
F  0.05  1.82  -8.89  -0.184
C  3.67  0.33  8.90  -0.567
C  -2.21  -0.32  -0.03  -0.619
C  0.92  -0.09  -4.61  -0.604
H  0.36  -1.00  -4.46  0.379
C  -1.77  -0.73  1.21  0.485
C  2.90  1.26  3.76  -0.283
C  2.28  0.26  4.49  0.397
C  2.35  2.26  -5.00  -0.767
C  -3.03  2.28  -4.59  -0.165
F  2.95  2.23  -2.72  -0.350
C  -4.89  -3.40  3.15  -0.486
H  0.50  1.50  -0.91  0.605
H  1.73  2.12  -7.04  0.387
H  -3.17  -0.64  -0.39  0.450
C  -5.58  -4.59  3.33  -0.289
C  -5.28  2.35  -5.44  -0.521
O  2.68  0.50  -9.17  -0.199
O  3.91  2.62  -9.72  -0.465
C  -1.38  0.49  -0.79  -0.021
H  -1.70  0.83  -1.77  0.318
C  -4.18  -2.84  4.20  -0.264
S  3.74  1.30  -10.25  0.680
C  1.69  1.66  -6.06  -0.088
C  -3.24  0.96  -4.23  0.319
C  1.94  -0.27  10.99  -0.344
H  -3.63  -3.04  6.28  0.409
C  -5.57  -5.22  4.57  -0.439
O  0.91  -1.12  -8.91  -0.547
F  -4.84  -5.25  6.81  -0.318
S  1.41  -0.19  -9.86  1.101
C  3.28  -0.58  11.10  -0.450
H  2.42  -1.26  5.98  0.457
H  -6.08  2.90  -5.92  0.383
C  2.32  0.63  8.80  -0.336
H  -0.24  -0.70  2.70  0.618
O  5.03  0.45  -9.78  -0.400
H  1.57  0.04  -2.56  0.634
O  1.68  -0.75  -11.14  -0.606
H  -3.91  4.01  -5.49  0.366
H  -3.63  -1.92  4.06  0.365
H  -2.08  2.74  -4.38  0.457
C  0.06  1.09  -9.99  0.692
C  2.30  1.66  -3.76  0.306
C  -4.06  2.97  -5.20  -0.482
H  -6.10  -6.15  4.73  0.404
F  5.44  -0.57  10.16  -0.315
C  4.25  1.50  3.99  -0.490
H  4.84  -0.83  6.37  0.642
H  1.25  0.74  1.32  0.318
C  -0.14  0.87  -0.31  -1.152
C  -4.17  -3.46  5.44  -0.513
F  -2.57  -1.52  1.97  -0.176
H  6.00  0.95  5.10  0.414
H  3.68  -1.06  11.99  0.419
C  2.95  -0.49  5.43  -0.539
F  0.96  0.02  4.27  -0.291
H  2.91  3.18  -5.12  0.447
C  4.95  0.75  4.93  -0.556
C  1.45  0.34  9.84  -0.585
C  -0.54  -0.36  1.72  -0.621
H  5.80  0.85  -10.22  0.353
H  -4.56  -0.72  -4.18  0.422
C  4.29  -0.25  5.64  -0.586
C  4.13  -0.27  10.06  0.320
H  4.36  0.56  8.11  0.658
F  0.20  1.85  -11.06  -0.217
H  0.45  0.03  -6.70  0.403

LUMO: -0.1079 eV
charge: 0
orbital gap: 0.328 hartree

***

[3]
7 unconnected molecules or ions with the total composition C27H72NO6PS6, computed with ωB97M-V with the def2-TZVPD basis set.

Each line ends with the Mulliken charge.
Geometry (Å):
C  3.62  -1.49  -3.93  -1.488
H  -1.15  -1.47  0.56  0.433
H  4.35  -2.30  -3.84  0.536
O  -2.67  0.22  -5.86  -0.559
H  4.78  0.81  3.07  0.457
H  2.94  -1.32  -1.90  -0.422
H  0.12  0.24  2.30  -0.209
H  -1.07  -0.09  5.95  0.259
H  -2.41  0.52  8.46  0.285
H  -4.11  6.28  0.65  0.335
H  3.47  -3.43  -2.06  -0.060
H  4.25  2.24  2.16  0.168
H  -2.79  1.14  -8.61  0.319
H  1.45  -1.69  -3.81  -0.549
H  -5.03  3.22  7.92  0.310
P  -1.51  -1.53  -1.85  0.467
H  -2.96  -1.62  -3.87  0.224
C  3.01  -4.41  -2.18  -0.400
C  2.04  -6.35  -0.81  -1.328
H  1.05  1.74  -2.32  0.361
H  -2.94  1.72  9.67  0.400
H  1.73  -4.24  -0.47  -0.077
O  5.99  4.12  3.53  -0.622
H  -2.80  1.96  0.15  -0.213
C  -0.46  0.34  3.21  -0.353
H  -4.13  0.99  8.53  0.299
C  -5.14  -0.53  -6.36  -0.949
C  4.67  1.89  3.10  -0.712
H  -5.15  -1.27  -5.56  0.306
H  -2.05  -5.64  -3.26  0.350
H  3.79  -5.08  -2.55  0.469
C  2.14  -3.60  -4.51  -1.394
H  -4.43  0.52  -8.93  0.381
H  1.14  -1.19  0.76  0.462
S  -0.65  -1.29  3.93  0.425
C  1.45  0.46  -0.60  0.227
C  2.36  5.02  2.25  -1.146
H  -4.17  1.76  -7.65  0.298
H  -4.06  4.60  7.33  0.312
C  0.02  4.22  3.29  -1.150
C  -3.54  2.68  0.51  -0.359
N  -2.67  -3.64  -3.24  -0.250
H  -3.59  2.64  1.60  0.211
H  -1.45  0.74  3.00  0.212
O  -3.16  2.10  6.14  -0.555
C  2.27  -2.07  -4.43  0.596
H  7.55  2.40  5.28  0.334
C  -3.75  0.89  -8.16  -0.996
H  2.47  0.48  -0.22  0.522
O  -1.55  -2.05  3.02  -0.635
O  -1.75  4.59  0.78  -0.516
C  -1.66  -0.75  5.31  -0.921
C  -4.08  3.74  8.00  -0.974
C  0.78  -0.87  -0.22  0.337
C  -3.10  1.34  8.67  -0.946
C  2.85  0.67  -2.75  -1.271
C  -4.31  5.22  0.81  -0.974
H  1.28  -3.81  -5.17  0.430
H  2.47  -6.92  -1.64  0.285
S  6.26  2.67  3.32  0.476
H  4.52  -0.62  -2.17  0.469
H  -0.52  -2.58  -1.83  -0.169
H  -0.80  3.51  3.30  0.192
H  -2.87  -3.81  -2.27  0.332
H  -1.13  0.17  -0.10  -0.694
H  2.75  4.90  3.26  0.302
H  6.68  0.90  4.87  0.337
S  1.11  3.76  1.94  0.726
H  -4.51  2.46  0.07  0.418
H  -5.46  0.44  -5.98  0.294
H  -3.89  4.06  9.02  0.378
H  -2.07  -4.86  -4.85  0.275
H  1.13  -1.65  -0.92  -0.842
C  1.88  -4.36  -3.21  0.751
H  2.30  -6.87  0.11  0.371
H  4.00  2.19  3.91  0.212
C  6.60  1.98  4.95  -0.930
H  -5.27  4.96  0.36  0.376
H  -4.30  5.00  1.87  0.274
H  0.58  4.18  4.22  0.439
C  -0.76  -0.85  -0.25  -0.101
C  2.53  -4.90  -0.81  -0.293
H  -5.79  -0.86  -7.17  0.395
H  1.62  -5.39  -3.47  0.510
H  -2.53  -0.22  4.94  0.278
C  3.52  -0.72  -2.61  0.491
H  -1.35  -2.29  -4.16  0.192
H  5.80  2.27  5.62  0.292
S  -3.45  -0.41  -6.95  0.526
O  1.73  2.46  2.32  -0.601
H  3.49  1.43  -2.30  0.303
H  -0.37  5.22  3.10  0.474
C  -1.84  -4.70  -3.79  -0.709
H  3.02  -4.02  -5.02  0.389
S  -2.99  4.31  0.00  0.399
H  0.09  0.99  3.90  0.396
H  0.80  0.05  -2.63  -0.224
H  0.93  1.28  -0.08  -0.286
H  2.77  0.92  -3.82  0.515
H  2.08  -1.68  -5.44  0.446
H  -2.75  -1.80  -1.19  -0.038
H  3.15  4.87  1.52  0.358
C  1.46  0.75  -2.12  -0.231
H  -1.41  -0.26  -2.51  -0.054
H  0.98  -3.94  -2.73  -0.731
H  0.95  -6.41  -0.92  0.309
C  -2.19  -2.28  -3.45  -0.496
H  -1.96  -1.64  5.87  0.451
H  -0.76  -4.50  -3.70  0.121
H  3.35  -4.79  -0.09  0.523
S  -2.76  2.63  7.47  0.508
H  4.01  -0.81  -4.70  0.509
H  1.91  6.00  2.11  0.415

LUMO: 0.3983 eV
charge: 0
orbital gap: 0.278 hartree

***

[4]
2 unconnected molecules or ions with the total composition C2H5N3O3, computed with ωB97M-V with the def2-TZVPD basis set.

Each line ends with the Mulliken charge.
Geometry (Å):
O  1.67  -0.34  1.20  -0.449
C  -1.07  -1.36  -0.32  -0.651
H  -0.24  2.79  0.71  0.369
H  -2.17  -1.29  -0.33  0.284
N  2.29  0.12  -1.05  -0.629
N  -0.78  0.80  0.53  1.013
H  -0.71  -1.96  -1.23  0.265
O  -0.02  1.87  0.39  -0.518
H  1.89  0.69  -1.66  0.287
C  1.87  -0.16  0.05  0.815
H  -0.67  -1.90  0.57  0.290
N  -0.44  -0.07  -0.29  -0.439
O  -1.63  0.81  1.40  -0.635

LUMO (alpha / beta): 0.6576 / -2.5135 eV
charge: 0
orbital gap (alpha / beta): 0.267 / 0.288 hartree
2S+1: 3

***

[5]
2 unconnected molecules or ions with the total composition C11H7N2S2, computed with ωB97M-V with the def2-TZVPD basis set.

Each line ends with the Mulliken charge.
Geometry (Å):
H  0.11  -3.67  6.83  0.382
C  -0.19  -3.45  2.18  0.868
C  1.82  -4.21  3.37  -0.779
C  0.58  -3.81  5.85  -0.775
C  -1.62  -3.08  2.08  -1.351
H  -2.10  -2.95  3.05  0.277
N  3.27  -4.69  7.96  -0.633
S  1.48  0.33  2.04  -0.245
H  2.30  -4.41  2.41  0.318
H  -2.16  -3.85  1.51  0.302
C  -0.07  0.35  2.05  0.539
N  0.98  -3.97  -0.07  -0.723
H  -1.18  -3.24  4.76  0.114
C  2.52  -4.47  4.54  -0.640
H  3.54  -4.84  4.50  0.386
C  -0.13  -3.56  4.69  -0.566
C  0.48  -3.72  0.97  0.155
C  0.48  -3.72  3.40  1.027
C  2.66  -4.50  6.98  0.126
C  1.91  -4.25  5.79  0.346
S  -1.63  0.44  2.07  -0.305
H  -1.75  -2.15  1.51  0.177

LUMO: 2.3042 eV
charge: -1
orbital gap: 0.191 hartree

***

Number 1: E_tot -42908.5538 eV. Number 2: E_tot -95235.0608 eV. Number 3: E_tot -117235.0164 eV. Number 4: E_tot -12759.4409 eV. Number 5: E_tot -36171.9703 eV.